[1]
{
  "formula": "C2H7NO4S2",
  "method": "ωB97M-V/def2-TZVPD",
  "species": ["C", "C", "N", "O", "O", "O", "O", "S", "S", "H", "H", "H", "H", "H", "H", "H"],
  "coordinates": [[-0.238836, 1.466739, 1.064295], [-1.495933, 0.675328, 0.652010], [0.771649, 0.707466, 1.717268], [0.639749, -1.460646, -3.200320], [0.822650, 0.307346, -1.588231], [0.838140, -1.906100, -0.619124], [-2.160616, 1.026500, -0.268256], [-1.706817, -0.828965, 1.495997], [0.095931, -0.940420, -1.696414], [0.107097, 1.898062, -0.026143], [-0.604143, 2.281620, 1.614673], [-0.732766, -0.849099, 2.492223], [1.662904, 1.355485, 1.938593], [1.118562, -0.014635, 1.058223], [0.204272, -0.907027, -3.839732], [0.678157, -2.811655, -0.795061]],
  "forces_ev_per_angstrom": [[0.341, 0.517, -4.360], [2.645, 0.565, 0.872], [3.348, 0.896, 0.739], [0.399, -1.482, 1.755], [-0.399, -0.274, 0.711], [0.870, 1.539, -0.746], [-1.214, -0.033, -0.535], [-0.698, -1.574, 1.007], [0.149, 1.291, -1.158], [-0.818, -0.793, 2.634], [-0.206, 1.228, 1.091], [-0.614, 0.655, -1.121], [-2.795, -1.948, -0.700], [-0.121, 0.691, 0.574], [-0.450, 0.537, -0.531], [-0.435, -1.815, -0.233]],
  "mulliken_charge": [-0.347, 0.381, -0.669, -0.486, -0.482, -0.404, -0.510, -0.230, 0.699, 0.231, 0.482, 0.196, 0.272, 0.207, 0.343, 0.316],
  "de_lowest_ev": 0.218,
  "lumo_energy_ev": 0.3115,
  "homo_lumo_gap_ev": 9.838
}

[2]
{
  "formula": "C29H21F5N3O2SeV",
  "method": "ωB97M-V/def2-TZVPD",
  "species": ["V", "C", "C", "C", "C", "C", "C", "C", "C", "N", "C", "O", "C", "C", "C", "C", "C", "N", "C", "O", "N", "C", "C", "C", "C", "C", "C", "C", "C", "H", "H", "H", "H", "H", "H", "H", "H", "H", "H", "H", "H", "H", "H", "H", "H", "H", "H", "H", "H", "H", "F", "C", "C", "F", "C", "F", "C", "Se", "C", "F", "C", "F"],
  "coordinates": [[0.405570, 0.048562, 0.520820], [0.835081, -2.976304, 3.155459], [-0.061981, -1.857823, 3.601358], [-0.272737, -1.662674, 4.958709], [-1.192364, -0.733718, 5.414404], [-1.943822, 0.003632, 4.513557], [-1.760502, -0.148875, 3.148607], [-2.647659, 0.579660, 2.172634], [-0.785421, -1.057203, 2.698164], [-0.606136, -1.249272, 1.298784], [-1.033168, -2.438506, 0.737709], [-1.691919, -3.293635, 1.259640], [-0.535688, -2.448590, -0.672075], [-0.775419, -3.397184, -1.644403], [-0.298737, -3.158344, -2.928504], [0.348832, -1.960053, -3.206362], [0.543458, -1.069862, -2.169891], [0.152993, -1.332739, -0.922556], [1.116411, 0.307633, -2.259359], [1.561732, 0.810993, -3.253238], [1.013224, 0.868390, -1.001378], [1.680533, 2.092152, -0.730994], [3.083712, 2.164763, -0.840332], [3.935246, 1.002161, -1.262256], [3.696769, 3.385034, -0.593760], [2.957674, 4.507594, -0.258891], [1.575685, 4.433458, -0.189154], [0.917993, 3.238713, -0.437648], [-0.589631, 3.220283, -0.480923], [1.724721, -3.033975, 3.781256], [1.150969, -2.886577, 2.118437], [0.297359, -3.921946, 3.255469], [0.283921, -2.274030, 5.658433], [-1.339877, -0.594399, 6.477167], [-2.694029, 0.695883, 4.874545], [-3.110976, 1.447809, 2.636294], [-3.442387, -0.091260, 1.838184], [-2.111336, 0.919576, 1.284032], [-1.334731, -4.285403, -1.384536], [-0.450611, -3.887227, -3.712801], [0.689885, -1.696399, -4.197859], [3.457783, 0.039761, -1.096297], [4.880579, 1.014179, -0.720627], [4.158094, 1.084161, -2.328518], [4.774346, 3.452391, -0.684426], [3.456935, 5.450067, -0.073457], [0.999514, 5.320105, 0.045692], [-1.004045, 3.991739, 0.165338], [-1.018843, 2.261512, -0.187689], [-0.921156, 3.424705, -1.501442], [3.104781, 5.114854, 3.966923], [2.967985, 3.898661, 3.469381], [1.721978, 3.461277, 3.048599], [0.659883, 4.254583, 3.127511], [1.612417, 2.197115, 2.515391], [0.383009, 1.762545, 2.088693], [2.685283, 1.344053, 2.363906], [2.471630, -0.380084, 1.610582], [3.922910, 1.801933, 2.795408], [4.985459, 1.012326, 2.663163], [4.071699, 3.066699, 3.337583], [5.266700, 3.493584, 3.713786]],
  "forces_ev_per_angstrom": [[1.076, 1.472, 1.806], [-0.023, -0.015, 0.063], [-0.105, 0.042, -0.116], [0.087, -0.048, -0.045], [-0.008, 0.041, 0.005], [-0.006, 0.072, 0.050], [0.192, -0.012, -0.335], [0.034, -0.105, 0.128], [-0.222, -0.073, 0.694], [-0.915, -0.663, 0.493], [-0.128, -0.306, -0.268], [0.064, 0.015, -0.050], [0.078, 0.000, -0.040], [-0.029, -0.015, 0.096], [0.030, 0.054, 0.027], [0.032, 0.051, 0.031], [0.016, -0.044, -0.012], [-0.231, -0.840, -0.975], [-0.027, -0.226, -0.381], [-0.013, 0.000, 0.069], [-0.007, 0.470, -0.896], [0.282, 0.663, -0.073], [-0.098, -0.088, 0.071], [-0.003, 0.053, -0.076], [0.032, -0.019, 0.033], [-0.055, 0.002, 0.005], [0.062, 0.085, 0.060], [-0.189, -0.283, -0.061], [0.167, 0.075, -0.049], [0.016, 0.030, -0.020], [0.042, 0.000, -0.012], [0.005, 0.005, -0.039], [-0.026, 0.040, 0.042], [-0.007, -0.022, 0.000], [0.017, 0.015, -0.016], [0.015, 0.015, -0.001], [-0.006, 0.057, -0.078], [-0.070, 0.063, -0.021], [0.012, -0.007, -0.010], [-0.037, 0.003, 0.003], [0.012, -0.009, 0.001], [0.012, -0.014, 0.033], [-0.005, -0.046, 0.009], [-0.016, -0.005, 0.005], [-0.008, 0.008, 0.027], [0.004, -0.012, 0.004], [-0.022, -0.024, -0.009], [-0.014, -0.027, 0.034], [-0.084, 0.034, -0.002], [-0.063, -0.047, 0.016], [0.021, 0.082, 0.033], [-0.001, -0.120, -0.091], [-0.156, 0.004, -0.022], [-0.001, 0.032, 0.030], [0.383, -0.094, 0.082], [-0.157, -0.126, -0.321], [-0.096, 0.239, 0.131], [0.221, -0.383, -0.008], [-0.179, -0.145, -0.140], [0.085, 0.092, 0.037], [-0.011, -0.017, 0.008], [0.018, 0.022, 0.037]],
  "mulliken_charge": [0.416, -2.012, 1.384, -0.804, -0.905, -1.002, 1.086, -1.007, 0.332, 0.040, -0.074, -0.575, 0.397, -0.831, -0.324, -0.831, 0.403, 0.541, -0.028, -0.574, 0.226, -0.080, 1.585, -2.181, -0.527, -0.926, -0.596, 1.011, -1.481, 0.520, 0.191, 0.401, 0.485, 0.452, 0.462, 0.460, 0.334, -0.113, 0.560, 0.481, 0.567, 0.226, 0.505, 0.450, 0.468, 0.483, 0.478, 0.473, -0.181, 0.409, -0.310, 0.782, -0.393, -0.374, -0.074, 0.129, 0.455, 0.217, 0.118, -0.388, 0.353, -0.290],
  "total_charge": 1,
  "multiplicity": 2,
  "lumo_energy_ev": [-4.9796, -4.5816],
  "homo_lumo_gap_ev": [6.454, 6.932]
}

[3]
{
  "formula": "C2H4N2O2",
  "method": "ωB97M-V/def2-TZVPD",
  "species": ["N", "N", "C", "C", "O", "O", "H", "H", "H", "H"],
  "coordinates": [[0.193585, 0.811498, 1.847382], [-0.483595, 1.328445, 0.854790], [-0.544103, 0.791675, -0.317553], [0.007512, -0.502440, -0.839251], [-0.115789, -0.879086, -1.970721], [0.654291, -1.292351, 0.110213], [0.695604, -0.030865, 1.779494], [0.373931, 1.424150, 2.621695], [-0.954533, 1.386847, -1.149651], [0.826590, -2.123652, -0.341863]],
  "forces_ev_per_angstrom": [[-0.587, 0.650, 0.737], [0.446, 0.231, -1.131], [0.228, -0.073, -0.643], [0.173, -0.136, 1.105], [0.006, 0.106, 0.027], [-0.651, 0.944, -0.422], [0.660, -1.104, -0.307], [-0.261, -0.009, -0.041], [-0.210, -0.315, 0.807], [0.197, -0.294, -0.133]],
  "mulliken_charge": [-0.218, -0.391, -0.125, 0.665, -0.531, -0.503, 0.213, 0.221, 0.336, 0.333],
  "de_lowest_ev": 2.125,
  "lumo_energy_ev": 0.5615,
  "smiles": "N/N=C\\C(=O)O",
  "homo_lumo_gap_ev": 9.850
}

[4]
{
  "formula": "C3H12O4",
  "method": "ωB97M-V/def2-TZVPD",
  "species": ["O", "C", "C", "C", "O", "H", "H", "H", "H", "H", "H", "H", "H", "O", "H", "H", "O", "H", "H"],
  "coordinates": [[0.391871, -2.241650, -3.364674], [0.281106, -1.768295, -1.993154], [-0.254735, -0.333212, -1.993884], [0.706967, 0.793231, -1.629727], [0.370824, 1.398963, -0.366478], [0.022268, -1.621574, -4.000943], [-0.342653, -2.508272, -1.497403], [1.322194, -1.857385, -1.692725], [-0.610264, -0.185483, -3.003957], [-1.254340, -0.335370, -1.543419], [1.683110, 0.334993, -1.476002], [0.630448, 1.584354, -2.349122], [-0.243930, 0.854140, 0.058679], [2.650249, 0.474738, 3.108422], [1.965349, 0.755002, 2.496867], [2.476530, 0.702361, 4.018724], [-3.421219, 0.968441, 5.056393], [-2.828116, 1.294150, 5.735548], [-3.545664, 1.690874, 4.436857]],
  "forces_ev_per_angstrom": [[-0.025, -0.386, -0.069], [0.449, -0.108, -1.878], [-0.708, -0.768, -0.391], [-0.960, -0.745, 1.656], [1.328, 1.248, -0.920], [-0.031, 0.006, 0.323], [-0.051, 0.242, 0.386], [-0.094, 0.245, 0.863], [0.230, 0.268, -0.638], [0.369, 0.485, 0.889], [0.329, 0.404, -0.675], [0.551, 0.279, -0.475], [-1.386, -1.197, 0.982], [0.793, -0.544, -0.524], [-0.223, 0.259, 0.498], [-0.572, 0.306, -0.026], [-0.112, -0.236, -0.074], [0.069, 0.131, 0.044], [0.044, 0.110, 0.027]],
  "mulliken_charge": [-0.537, -0.156, -0.854, -0.240, -0.536, 0.300, 0.220, 0.218, 0.310, 0.494, 0.246, 0.242, 0.296, -0.637, 0.318, 0.317, -0.640, 0.320, 0.320],
  "de_lowest_ev": 1.655,
  "lumo_energy_ev": 0.4062,
  "smiles": "OCCCO.O.O",
  "homo_lumo_gap_ev": 10.772
}

[5]
{
  "formula": "C4H6BrFO2",
  "method": "ωB97M-V/def2-TZVPD",
  "species": ["C", "C", "C", "C", "O", "O", "F", "Br", "H", "H", "H", "H", "H", "H"],
  "coordinates": [[-0.096367, -0.873844, 0.874919], [0.261665, 1.465968, -0.159463], [-0.679755, -0.570158, -1.446029], [0.186032, -0.096576, -0.274499], [-0.501955, -1.955290, 1.124035], [0.306132, 0.076718, 2.286356], [0.232492, -0.747023, 3.321738], [2.140812, -0.666095, -0.484377], [0.893369, 1.837583, -0.905815], [0.632777, 1.809524, 0.822305], [-0.814353, 1.861152, 0.016706], [-0.323230, -0.290067, -2.406243], [-1.598532, -0.206692, -1.278865], [-0.639088, -1.645201, -1.490766]],
  "forces_ev_per_angstrom": [[-0.515, -1.145, 5.845], [-2.786, -1.010, 3.384], [3.714, -1.591, 0.275], [1.698, 2.212, -2.414], [0.539, 1.678, -0.777], [-0.386, 0.718, -5.196], [-0.307, -2.153, 2.313], [-0.707, 0.056, -0.202], [0.203, 0.806, -1.376], [0.576, -0.651, -0.459], [1.516, -0.431, -1.440], [0.492, 0.895, -0.652], [-3.602, 1.105, 0.440], [-0.433, -0.490, 0.260]],
  "mulliken_charge": [0.420, -1.238, -1.421, 0.713, -0.414, -0.220, -0.145, -0.053, 0.400, 0.396, 0.324, 0.399, 0.449, 0.389],
  "de_lowest_ev": 3.892,
  "lumo_energy_ev": -0.5674,
  "homo_lumo_gap_ev": 9.857
}

[6]
{
  "formula": "C3H23NO9S",
  "method": "ωB97M-V/def2-TZVPD",
  "species": ["N", "C", "C", "O", "C", "S", "H", "H", "H", "H", "H", "H", "H", "O", "H", "H", "O", "H", "H", "O", "H", "H", "O", "H", "H", "O", "H", "H", "O", "H", "H", "O", "H", "H", "O", "H", "H"],
  "coordinates": [[-1.541021, 0.232817, 1.193722], [-0.906369, -0.277290, 0.034396], [0.113293, -1.546526, 0.419541], [0.493570, -1.403246, 1.536887], [-0.071787, 0.767904, -0.776492], [-1.193808, 2.159999, -1.165088], [-0.925542, 0.739259, 1.767783], [-2.351283, -0.145465, 1.644251], [-1.613995, -0.845966, -0.726362], [0.358177, -2.276074, -0.209068], [0.956951, 1.124881, -0.441880], [0.181220, 0.191194, -1.770924], [-1.781535, 2.244105, -0.040045], [2.497239, -1.583228, -3.844681], [1.873348, -2.241139, -3.747616], [2.721580, -1.147794, -3.127606], [-0.822126, -3.709554, -1.929440], [-1.561960, -3.790730, -1.381921], [-1.141952, -3.714883, -2.816724], [0.169361, 3.930455, 1.199769], [-0.646804, 3.600183, 1.493056], [0.791531, 4.064767, 1.942510], [3.010655, -0.026745, -0.735545], [2.946438, 0.758215, -1.247422], [3.900714, -0.422621, -0.989577], [0.949496, 1.185098, 2.997617], [1.771665, 1.524792, 3.343943], [1.284305, 0.289263, 2.985236], [-2.173353, -1.396402, 4.167232], [-2.043879, -1.207061, 3.263105], [-1.381838, -1.777654, 4.512009], [3.046761, 2.446492, -1.844404], [2.340481, 2.945953, -2.287477], [3.455371, 3.042951, -1.239064], [-4.146039, -1.534458, -0.955510], [-4.553585, -1.593094, -0.078644], [-4.005267, -0.608402, -1.145561]],
  "forces_ev_per_angstrom": [[-0.405, 0.349, -1.108], [0.481, -3.615, -2.126], [-2.889, 6.708, 2.407], [1.451, -1.481, 1.616], [0.368, -1.126, -1.481], [1.271, -0.114, -2.629], [0.722, 0.449, 1.112], [0.041, -0.311, -0.409], [0.793, 1.765, 1.545], [1.158, -3.358, -2.908], [-1.737, -0.561, 0.433], [-0.619, 1.353, 1.593], [-0.797, -0.058, 1.895], [0.660, -1.019, -6.672], [-1.869, -1.828, 0.972], [1.154, 2.868, 5.809], [2.259, 0.251, -0.358], [-1.890, -0.185, 1.241], [-0.424, -0.006, -0.890], [2.543, 1.121, -0.534], [-1.394, -0.695, 1.037], [-1.019, -0.345, -0.416], [1.896, -2.647, 0.274], [-0.004, 1.546, -0.842], [-1.738, 0.796, 0.596], [0.524, -0.159, 0.276], [0.230, 1.324, 0.264], [-0.846, -1.176, -0.617], [-1.434, 0.074, 1.428], [0.713, 0.182, -1.462], [0.862, -0.310, 0.061], [-0.766, -0.284, -1.088], [0.305, -0.210, 0.281], [0.366, 0.706, 0.696], [-0.089, -0.633, 0.295], [0.127, 0.223, -0.380], [-0.004, 0.405, 0.090]],
  "mulliken_charge": [-0.353, 0.300, -0.466, -0.480, -0.420, -0.232, 0.124, 0.177, 0.109, 0.759, 0.290, 0.241, 0.022, -0.589, 0.292, 0.300, -0.576, 0.288, 0.296, -0.577, 0.304, 0.281, -0.623, 0.358, 0.287, -0.536, 0.267, 0.275, -0.638, 0.296, 0.307, -0.678, 0.320, 0.300, -0.651, 0.310, 0.316],
  "de_lowest_ev": 4.235,
  "lumo_energy_ev": 0.2669,
  "smiles": "N[C@H](C=O)CS.O.O.O.O.O.O.O.O",
  "homo_lumo_gap_ev": 8.784
}

[7]
{
  "formula": "C3H11N2OP",
  "method": "ωB97M-V/def2-TZVPD",
  "species": ["C", "N", "C", "P", "C", "N", "O", "H", "H", "H", "H", "H", "H", "H", "H", "H", "H", "H"],
  "coordinates": [[-0.607330, -1.838279, -1.050098], [-0.525897, -0.479082, -0.567530], [-1.472712, -0.044139, 0.471239], [1.224717, -0.225489, 0.114204], [2.230909, 0.577204, -1.302787], [1.169102, 0.995061, 1.229678], [1.663828, -1.559651, 0.550754], [-1.566459, -2.170108, -1.438597], [0.147554, -1.920898, -1.907435], [-0.183435, -2.644782, -0.267193], [-1.767410, -0.816320, 1.302002], [-0.855119, 0.795471, 0.964854], [-2.424053, 0.278790, 0.110463], [2.489350, -0.120525, -2.143320], [1.805270, 1.540795, -1.687269], [3.060876, 0.761299, -0.740000], [1.753822, 0.961082, 1.990291], [1.115564, 1.856306, 0.783848]],
  "forces_ev_per_angstrom": [[2.761, -2.125, 0.218], [1.772, 1.134, 1.663], [1.406, -0.269, 2.095], [-2.240, -1.118, -3.418], [-3.012, -1.212, -0.878], [-1.323, -1.490, -1.486], [0.982, 0.478, 0.555], [-0.257, 0.449, 0.182], [-1.083, -0.017, 0.919], [-1.262, 1.672, -1.481], [0.979, 0.928, -1.316], [-2.190, -1.119, -0.318], [-0.471, 0.504, -0.715], [-0.495, 0.605, 0.894], [0.191, -0.987, 0.413], [2.775, 0.764, 1.122], [1.484, -0.208, 2.052], [-0.017, 2.013, -0.502]],
  "mulliken_charge": [-0.824, -0.188, -0.800, 0.879, -1.039, -0.558, -0.690, 0.333, 0.217, 0.285, 0.249, 0.352, 0.313, 0.319, 0.319, 0.372, 0.223, 0.238],
  "de_lowest_ev": 0.829,
  "lumo_energy_ev": 0.7119,
  "smiles": "CN(C)[P@@](C)(N)=O",
  "homo_lumo_gap_ev": 9.316
}

[8]
{
  "formula": "C3H6O2P",
  "method": "ωB97M-V/def2-TZVPD",
  "species": ["C", "C", "C", "O", "O", "P", "H", "H", "H", "H", "H", "H"],
  "coordinates": [[1.134217, 0.020457, 0.326980], [0.084980, -1.211672, 0.179600], [0.042280, 1.141222, 0.347555], [-3.427351, 0.074649, -0.239735], [-0.670087, 0.040614, -2.128465], [-1.014394, 0.003199, -0.716212], [1.834877, -0.260197, 1.204076], [1.597224, 0.220250, -0.693048], [0.626625, -1.845752, -0.545097], [-0.470319, -1.668090, 1.066829], [-0.301513, 1.436445, 1.373781], [0.563460, 2.048876, -0.176264]],
  "forces_ev_per_angstrom": [[-1.226, -1.361, 0.819], [0.716, 0.537, -0.797], [2.193, 2.031, 0.105], [3.463, -0.151, -0.414], [0.740, 0.315, -2.389], [-3.912, 0.049, 3.134], [-0.741, 1.283, -1.426], [0.080, -1.017, 1.528], [-1.053, -0.757, 0.598], [1.410, 0.598, -1.016], [-0.054, -0.392, -1.072], [-1.618, -1.134, 0.929]],
  "mulliken_charge": [-0.593, -0.628, -0.576, -0.869, -0.644, 0.511, 0.289, 0.243, 0.334, 0.320, 0.320, 0.292],
  "total_charge": -1,
  "de_lowest_ev": 5.733,
  "lumo_energy_ev": [3.8703, 3.8808],
  "homo_lumo_gap_ev": [7.544, 7.073]
}

Q: Which formula does entry 6 have?
A: C3H23NO9S